[1]
Here is a single C17H20O3 molecule from the Open Molecules 2025 dataset. Energies are from ωB97M-V with the def2-TZVPD basis set.

XYZ file:
```
40
Properties=species:S:1:pos:R:3:forces:R:3
O 2.78822 0.95449 -0.47880 0.155 -0.042 -0.154
O -3.82089 -1.54623 0.44641 0.146 0.104 0.140
O -0.88167 1.94688 1.31631 -0.306 -0.290 0.025
C -3.65078 0.20787 -1.24386 -0.238 -0.265 -0.068
C 5.29086 -1.57085 -1.11514 -0.029 0.048 -0.020
C 4.37203 -1.99690 1.04970 0.113 -0.096 -0.052
C 1.84675 1.34549 0.49743 -0.317 0.158 0.142
C -5.12825 -3.52180 0.41721 0.188 0.405 -0.124
C -0.01236 2.98704 0.92760 0.398 0.279 -0.293
C -3.05047 1.39930 -1.60826 0.036 -0.024 0.075
C 3.56599 -0.13752 -0.23841 0.137 -0.102 -0.079
C 4.45722 -0.48174 -1.25629 -0.140 0.141 0.039
C 5.25253 -2.33640 0.04038 0.057 -0.145 0.111
C 3.52956 -0.90424 0.92079 -0.249 0.276 0.034
C 1.05898 2.52562 -0.06330 -0.062 -0.351 0.287
C -2.37184 0.24096 0.78878 0.016 0.005 0.014
C -4.75871 -2.25508 -0.33888 -0.274 -0.264 -0.175
C -1.76990 1.43495 0.41276 -0.178 -0.278 0.024
C -2.11529 2.02100 -0.80203 0.187 0.285 0.042
C -3.31014 -0.38026 -0.02867 0.203 0.222 0.044
H -0.57031 3.83734 0.51678 0.040 -0.068 0.098
H 0.45907 3.30481 1.86219 -0.079 0.046 -0.117
H 5.90448 -3.18958 0.15049 0.051 -0.069 0.013
H -4.24021 -4.12507 0.58416 0.056 -0.099 0.012
H 1.73768 3.35304 -0.27181 -0.004 0.056 -0.031
H 1.15809 0.51983 0.72013 0.138 0.064 0.013
H 5.97492 -1.82595 -1.91105 0.049 -0.009 -0.071
H 4.47275 0.12445 -2.14846 0.001 0.071 -0.107
H 2.35709 1.63912 1.42598 -0.033 -0.085 -0.049
H -5.65332 -1.63921 -0.50746 0.142 -0.028 -0.028
H -2.10963 -0.21159 1.73078 0.050 -0.070 0.140
H 2.85344 -0.66329 1.72596 -0.072 0.050 0.045
H -3.31855 1.85602 -2.54971 -0.016 0.032 -0.066
H -5.55797 -3.26524 1.38148 -0.072 -0.017 0.091
H -4.37226 -0.24497 -1.90432 -0.065 -0.067 -0.031
H 0.59885 2.21343 -1.00178 0.033 0.061 -0.036
H 4.33361 -2.58566 1.95469 -0.006 -0.040 0.066
H -4.31929 -2.51041 -1.31340 -0.055 0.102 0.094
H -1.67757 2.95176 -1.12459 0.075 0.077 -0.006
H -5.85002 -4.09779 -0.15486 -0.075 -0.073 -0.043
```
Forces are in eV/Å.

Summary:
Relative energy (zero: lowest compared OMol25 entry of this formula, charge and spin) (kJ/mol): 0.0
Kohn-Sham gap (eV): 9.3123
Maximum force (eV/Å): 0.57
SMILES: CCOc1cccc(OCCCOc2ccccc2)c1
E_HOMO (eV): -8.4
DFT total energy (a.u.): -885.48672


[2]
Here is a molecular structure, C11H14BFeN7 from the Open Molecules 2025 dataset. Energies are from ωB97M-V with the def2-TZVPD basis set.

XYZ file:
```
34
Properties=species:S:1:pos:R:3:forces:R:3
Fe -0.00467 -0.15494 0.54333 -0.109 -1.295 1.707
N -0.75195 0.14998 -2.18321 0.273 -1.062 1.562
N -0.07836 2.18261 -0.93630 0.001 0.092 0.985
N -0.23382 1.52028 0.30546 -1.035 4.491 -0.818
N -1.02118 -0.41657 -0.91622 -2.476 -0.699 -2.666
N 1.43757 -2.68728 2.37291 -0.318 -2.498 1.072
N 1.74687 0.58012 -1.60606 -0.514 -0.770 1.074
N 1.51313 -0.08308 -0.39559 3.830 -0.002 -1.411
C -1.48607 -0.54594 -3.07749 0.182 0.408 1.059
C -0.49416 3.46694 -0.77269 0.053 -1.598 0.635
C 2.68781 -0.63433 0.02064 -0.248 0.328 -0.963
C 3.05349 0.37157 -1.93574 -1.046 -0.032 0.855
C -0.98009 3.62907 0.54664 0.176 -0.913 0.024
C -2.00525 -1.34013 -1.06425 0.977 0.129 -0.716
C -0.85412 2.38715 1.17660 0.519 0.792 -1.210
C 1.40875 -3.74386 2.87188 -0.169 1.887 -0.911
C -2.28576 -1.46804 -2.41305 -0.194 -0.219 0.590
C -2.23533 -1.58650 4.78311 0.585 0.440 -1.018
C 3.66467 -0.38275 -0.92954 -0.369 -0.147 0.432
B 0.40026 1.24669 -2.16145 0.359 -0.433 0.257
H 3.52380 0.75490 -2.82628 -0.327 0.119 -0.172
H -1.13954 2.08531 2.17595 0.104 0.047 -0.036
H -2.97750 -2.17836 -2.81270 -0.185 -0.033 -0.381
H -1.37213 4.52940 0.99645 0.019 -0.087 -0.122
H 0.59764 1.70574 -3.23573 -0.262 0.424 0.196
H 4.67791 -0.73414 -0.87071 0.142 0.121 -0.191
H -0.45788 4.18518 -1.58845 0.079 -0.278 0.172
H -2.70519 -2.38662 4.15153 0.478 0.876 0.934
H 2.67826 -1.19329 0.94222 0.347 -0.071 0.062
H -2.72595 -0.57223 4.80962 0.591 -1.379 0.172
H -1.13251 -1.67017 5.02580 -1.627 0.091 -0.150
H -2.33542 -1.91015 -0.20375 -0.226 0.089 -0.196
H 1.32305 -4.74006 3.33403 0.224 0.906 -0.377
H -1.43633 -0.36651 -4.12697 0.165 0.276 -0.449
```
Forces are in eV/Å.

Summary:
⟨S²⟩: 6.0472
Relative energy (zero: lowest compared OMol25 entry of this formula, charge and spin) (kJ/mol): 0.0
Kohn-Sham gap (alpha / beta) (eV): 4.2963 / 7.0674
Maximum force (eV/Å): 4.68
Net charge: +2
E_HOMO (alpha / beta) (eV): -13.8 / -16.3
DFT total energy (a.u.): -2098.66258
Spin multiplicity: 5


[3]
Here is a single C5H13NO3 molecule from the Open Molecules 2025 dataset. Energies are from ωB97M-V with the def2-TZVPD basis set.

XYZ file:
```
22
Properties=species:S:1:pos:R:3:forces:R:3
O -1.52407 -1.96963 -0.68278 0.037 -0.037 -0.171
O 0.04256 1.73832 -1.08491 -0.591 0.344 0.110
O 2.16744 1.09118 -0.55546 -0.568 -0.198 -0.258
N 0.63476 1.54091 1.10392 0.307 -0.287 0.772
C -1.09058 -0.86634 0.12422 0.489 -0.052 -0.713
C 0.75538 0.95712 -0.18481 1.970 -0.031 -0.865
C 1.36197 -1.45157 0.43981 0.150 0.124 -0.169
C 0.41188 -0.51784 -0.32691 -1.612 -0.498 1.069
C -2.16441 0.20811 0.06885 -0.178 0.293 0.010
H 1.09636 0.92841 1.77193 -0.235 0.014 0.109
H -1.72435 -1.62055 -1.56912 0.097 -0.163 0.479
H -0.26826 2.47895 -0.53934 -0.145 -0.106 -0.557
H -1.05832 -1.24655 1.15121 0.113 -0.073 -0.167
H 0.48833 -0.78314 -1.38927 -0.135 0.323 0.078
H 1.05709 -2.49623 0.31825 -0.095 0.216 -0.023
H 2.20180 0.82159 -1.48741 0.206 0.205 0.253
H 1.23925 2.36245 1.08239 -0.146 0.019 0.038
H 2.38808 -1.35480 0.07413 -0.158 0.005 0.099
H -3.14255 -0.22789 0.30468 0.287 -0.162 0.063
H -1.98268 1.00078 0.79871 0.081 0.012 -0.200
H 1.36508 -1.23480 1.51317 -0.028 -0.004 -0.069
H -2.25476 0.64152 -0.93126 0.152 0.056 0.111
```
Forces are in eV/Å.

Summary:
Relative energy (zero: lowest compared OMol25 entry of this formula, charge and spin) (kJ/mol): 75.2
Kohn-Sham gap (eV): 10.8005
Maximum force (eV/Å): 2.15
SMILES: C[C@@H](O)[C@H](C)C(N)(O)O
E_HOMO (eV): -10.0
DFT total energy (a.u.): -478.78678


[4]
Here is a molecular structure, C14H18F4I2N2NiO2 from the Open Molecules 2025 dataset. Energies are from ωB97M-V with the def2-TZVPD basis set.

XYZ file:
```
43
Properties=species:S:1:pos:R:3:forces:R:3
I -4.35752 2.65213 2.06262 -0.018 0.116 -0.011
I -1.97028 0.05901 2.39430 0.066 -0.084 0.354
Ni -0.73625 0.21428 -0.04125 0.223 0.170 -0.571
F -0.34440 2.45132 0.62782 -0.016 -0.037 -0.070
F 4.99517 3.29906 0.36734 -0.020 0.019 -0.001
F 4.08553 0.85163 0.00123 0.012 0.011 -0.003
F 0.61464 4.89960 1.04146 0.021 0.030 0.003
O -0.72936 1.05680 -2.07200 0.029 -0.063 0.015
O -2.50797 0.95628 -0.79568 -0.107 0.036 0.073
N 1.21704 0.34302 0.06056 -0.065 0.035 0.302
N -0.35871 -1.85284 -0.33019 0.098 -0.134 -0.117
C 0.80691 -2.13346 1.96928 0.058 0.014 0.004
C 1.00824 2.65235 0.55569 -0.042 0.151 0.023
C 1.92385 -0.76581 -0.53631 0.012 -0.032 -0.084
C 1.49069 3.91915 0.77094 0.053 -0.048 -0.005
C -0.15798 -2.65232 0.91353 -0.005 -0.060 -0.114
C 3.66481 3.11707 0.42244 0.041 -0.008 0.011
C -1.32552 -2.64589 -1.14841 0.087 -0.070 0.045
C 1.80947 1.53681 0.25014 0.060 -0.018 0.044
C -1.90937 1.36752 -1.84033 -0.146 0.019 0.022
C -3.91780 0.61703 1.77134 -0.112 -0.088 0.052
C 3.18444 1.84008 0.21025 0.038 -0.012 -0.005
C -2.06971 -1.88642 -2.22426 0.041 0.083 -0.091
C 0.89577 -1.73055 -1.12733 -0.027 -0.069 0.040
C 2.84617 4.19385 0.70491 -0.099 -0.109 -0.011
H 0.15319 -3.65985 0.60519 -0.008 0.007 0.016
H 3.23914 5.18376 0.87030 0.013 0.019 0.000
H -2.46833 2.00956 -2.53441 0.024 -0.021 -0.015
H 2.56740 -0.44833 -1.36309 -0.030 0.004 0.007
H 0.54614 -2.59205 2.92384 0.006 0.001 0.006
H -2.67690 -2.59208 -2.79168 -0.008 -0.019 -0.009
H -0.76157 -3.47116 -1.60264 -0.050 -0.034 0.052
H -2.72827 -1.13074 -1.80152 -0.010 -0.064 0.033
H -1.39541 -1.39074 -2.92222 -0.004 -0.020 0.000
H 0.58765 -1.36620 -2.10737 0.048 0.042 0.023
H 1.33610 -2.72801 -1.25971 -0.018 0.019 0.012
H -4.59884 0.02245 2.36710 -0.025 0.020 -0.049
H 2.57905 -1.28944 0.16656 -0.016 0.043 0.026
H -3.96892 0.39944 0.71271 -0.005 0.033 0.013
H 0.77660 -1.05073 2.07782 -0.043 0.028 -0.009
H -1.14788 -2.75588 1.35628 -0.003 0.029 0.031
H 1.83957 -2.39642 1.75388 0.009 -0.032 -0.020
H -2.03661 -3.10325 -0.45914 -0.060 0.094 -0.021
```
Forces are in eV/Å.

Summary:
⟨S²⟩: 2.0047
Relative energy (zero: lowest compared OMol25 entry of this formula, charge and spin) (kJ/mol): 30.5
Kohn-Sham gap (alpha / beta) (eV): 6.8715 / 6.8003
Maximum force (eV/Å): 0.64
E_HOMO (alpha / beta) (eV): -7.2 / -7.2
DFT total energy (a.u.): -3307.41634
Spin multiplicity: 3


Q: Number 4 is which compound?
A: C14H18F4I2N2NiO2


What did the first record say?
Here is a single C17H20O3 molecule from the Open Molecules 2025 dataset. Energies are from ωB97M-V with the def2-TZVPD basis set.

XYZ file:
```
40
Properties=species:S:1:pos:R:3:forces:R:3
O 2.78822 0.95449 -0.47880 0.155 -0.042 -0.154
O -3.82089 -1.54623 0.44641 0.146 0.104 0.140
O -0.88167 1.94688 1.31631 -0.306 -0.290 0.025
C -3.65078 0.20787 -1.24386 -0.238 -0.265 -0.068
C 5.29086 -1.57085 -1.11514 -0.029 0.048 -0.020
C 4.37203 -1.99690 1.04970 0.113 -0.096 -0.052
C 1.84675 1.34549 0.49743 -0.317 0.158 0.142
C -5.12825 -3.52180 0.41721 0.188 0.405 -0.124
C -0.01236 2.98704 0.92760 0.398 0.279 -0.293
C -3.05047 1.39930 -1.60826 0.036 -0.024 0.075
C 3.56599 -0.13752 -0.23841 0.137 -0.102 -0.079
C 4.45722 -0.48174 -1.25629 -0.140 0.141 0.039
C 5.25253 -2.33640 0.04038 0.057 -0.145 0.111
C 3.52956 -0.90424 0.92079 -0.249 0.276 0.034
C 1.05898 2.52562 -0.06330 -0.062 -0.351 0.287
C -2.37184 0.24096 0.78878 0.016 0.005 0.014
C -4.75871 -2.25508 -0.33888 -0.274 -0.264 -0.175
C -1.76990 1.43495 0.41276 -0.178 -0.278 0.024
C -2.11529 2.02100 -0.80203 0.187 0.285 0.042
C -3.31014 -0.38026 -0.02867 0.203 0.222 0.044
H -0.57031 3.83734 0.51678 0.040 -0.068 0.098
H 0.45907 3.30481 1.86219 -0.079 0.046 -0.117
H 5.90448 -3.18958 0.15049 0.051 -0.069 0.013
H -4.24021 -4.12507 0.58416 0.056 -0.099 0.012
H 1.73768 3.35304 -0.27181 -0.004 0.056 -0.031
H 1.15809 0.51983 0.72013 0.138 0.064 0.013
H 5.97492 -1.82595 -1.91105 0.049 -0.009 -0.071
H 4.47275 0.12445 -2.14846 0.001 0.071 -0.107
H 2.35709 1.63912 1.42598 -0.033 -0.085 -0.049
H -5.65332 -1.63921 -0.50746 0.142 -0.028 -0.028
H -2.10963 -0.21159 1.73078 0.050 -0.070 0.140
H 2.85344 -0.66329 1.72596 -0.072 0.050 0.045
H -3.31855 1.85602 -2.54971 -0.016 0.032 -0.066
H -5.55797 -3.26524 1.38148 -0.072 -0.017 0.091
H -4.37226 -0.24497 -1.90432 -0.065 -0.067 -0.031
H 0.59885 2.21343 -1.00178 0.033 0.061 -0.036
H 4.33361 -2.58566 1.95469 -0.006 -0.040 0.066
H -4.31929 -2.51041 -1.31340 -0.055 0.102 0.094
H -1.67757 2.95176 -1.12459 0.075 0.077 -0.006
H -5.85002 -4.09779 -0.15486 -0.075 -0.073 -0.043
```
Forces are in eV/Å.

Summary:
Relative energy (zero: lowest compared OMol25 entry of this formula, charge and spin) (kJ/mol): 0.0
Kohn-Sham gap (eV): 9.3123
Maximum force (eV/Å): 0.57
SMILES: CCOc1cccc(OCCCOc2ccccc2)c1
E_HOMO (eV): -8.4
DFT total energy (a.u.): -885.48672


Q: What is the maximum force in the first record?
A: 0.57 eV/Å


Q: Look up the DFT total energy of the third one.
A: -478.78678 a.u.